Here is a cluster of 12 separate species, C36H104N16O12 in total at a distorted geometry from the Open Molecules 2025 dataset. Energies are from ωB97M-V with the def2-TZVPD basis set.

Atoms and positions in Å:
O1 7.0700 -3.0727 -0.9501
O2 6.5563 -0.1018 2.4843
O3 -5.6921 -0.8193 -3.2870
O4 0.7212 -2.1027 3.2436
O5 2.5165 3.9198 -6.3641
O6 -2.4205 -3.6798 -4.6010
O7 1.8429 -0.1851 0.2481
O8 2.1305 -3.6935 -0.7015
O9 -3.6301 -5.0355 0.8614
O10 1.4249 2.8240 4.3287
O11 -4.4259 -0.0154 4.4459
O12 -1.8751 4.8120 -0.4553
N1 -2.0623 3.7838 4.0988
N2 -5.1740 -2.3812 -1.7440
N3 -3.4513 -2.8887 1.0765
N4 -0.8829 -1.0717 0.9963
N5 -2.6273 0.9751 2.3837
N6 -1.8315 -3.8539 0.2321
N7 6.2549 -1.2268 -1.7614
N8 -6.9341 -1.3188 -1.5459
N9 8.0444 -3.0681 4.1913
N10 -2.7509 -2.4152 4.2991
N11 -4.9150 -3.9900 -6.4806
N12 -2.9275 4.9377 -3.0294
N13 7.8662 -1.9901 -2.6839
N14 4.2318 1.8927 -3.6495
N15 1.9646 -3.7260 -2.9773
N16 2.3418 -1.8373 -2.0316
C1 -3.6574 -2.8796 -4.8289
C2 0.2745 3.1845 3.5954
C3 -1.0617 -1.4671 5.7102
C4 -5.9177 -1.4411 -2.2585
C5 1.9020 3.0740 -7.2870
C6 6.1331 -3.1257 2.5752
C7 3.5355 3.4369 -5.4763
C8 6.1362 1.1626 3.0271
C9 -2.0742 -3.6103 -3.2692
C10 1.8039 -2.7994 2.6311
C11 2.1411 -3.1290 -1.8381
C12 -0.7965 3.2781 4.6672
C13 -1.5662 4.7232 -2.8601
C14 -4.7121 0.3428 1.5008
C15 -4.8820 -1.6200 -6.6532
C16 -4.9711 -0.1902 5.7677
C17 7.0770 -2.1764 -1.7188
C18 -1.3717 -1.8723 4.3210
C19 7.0913 -0.9161 3.5016
C20 -4.5677 1.3385 3.8354
C21 2.8309 0.7770 0.4228
C22 7.3757 -2.3703 3.0673
C23 -0.4087 -0.7143 -0.3467
C24 -2.9475 -4.0387 0.7783
C25 -0.8837 5.1711 -4.1417
C26 -1.3276 3.6813 0.1385
C27 3.1156 2.2768 -4.5409
C28 -1.1967 5.4252 -1.5140
C29 -1.7112 -0.3730 -1.1495
C30 -1.1785 2.0169 5.4117
C31 0.6372 0.4220 -0.1947
C32 2.1619 3.9045 4.8898
C33 -4.0296 1.3427 2.3726
C34 1.8826 2.6809 -3.7460
C35 -4.0365 -2.8404 -6.2851
C36 -0.3690 -2.8637 3.6227
H1 -4.2602 -0.7359 -6.7943
H2 -2.4867 0.2425 3.0646
H3 -2.4077 0.2826 -0.6270
H4 8.0811 -2.3105 2.2385
H5 -2.9284 -2.6244 3.3270
H6 -1.4686 -2.9154 0.3200
H7 -7.5057 -0.4875 -1.4979
H8 1.0434 3.0533 -4.3336
H9 1.4073 2.3720 -6.6156
H10 0.0978 -1.5755 -0.7825
H11 2.0657 3.3284 -2.8885
H12 -0.4183 3.9671 5.4225
H13 -1.1472 -3.0806 -3.0497
H14 -1.8795 -4.6293 -2.9346
H15 0.2977 1.1657 0.5263
H16 -4.3716 -3.2545 -4.0957
H17 2.1811 -1.5078 -2.9727
H18 7.7628 -1.1583 -3.2474
H19 3.1299 3.4606 5.1219
H20 1.6527 4.4793 5.6634
H21 2.1457 -3.6862 3.1649
H22 1.2270 3.6488 -7.9210
H23 -5.4846 -2.9005 -0.9354
H24 4.3988 3.1794 -6.0899
H25 6.4966 -4.1103 2.2813
H26 6.3465 -0.9960 4.2934
H27 -4.2866 0.3665 0.4975
H28 -5.9822 0.2149 5.8095
H29 1.5778 1.8062 -3.1715
H30 1.5056 -3.1421 1.6403
H31 -2.3368 -1.2642 -1.2003
H32 -1.3675 -0.2218 1.2469
H33 -4.2853 -4.7785 -6.5246
H34 2.2315 -1.1646 -1.2863
H35 -1.7246 -0.6893 6.0894
H36 6.3362 -0.5043 -2.4625
H37 8.0613 -4.0228 3.8622
H38 -0.3115 3.9152 0.4562
H39 4.9805 1.4335 -4.1482
H40 5.5855 1.5291 2.1608
H41 9.0256 -2.8425 4.1100
H42 -4.0328 2.0597 4.4533
H43 -0.1201 -3.6105 4.3765
H44 0.0152 2.3372 2.9606
H45 5.2953 -3.0223 3.2648
H46 -1.9136 3.5308 1.0451
H47 0.4417 4.0970 3.0231
H48 5.7396 -2.6500 1.6769
H49 -7.0858 -1.9440 -0.7674
H50 -1.6538 6.4123 -1.4440
H51 -3.4453 4.5904 -2.2349
H52 2.5621 1.4240 1.2578
H53 -5.3985 -4.0427 -7.3657
H54 -0.9742 -2.2257 6.4880
H55 2.4664 4.6180 4.1241
H56 -5.6298 1.5783 3.8845
H57 2.0407 -4.7307 -3.0481
H58 -2.8433 -2.0861 1.1556
H59 -2.1969 1.7731 2.8288
H60 0.1975 5.2595 -4.0351
H61 -3.3581 4.5033 -3.8332
H62 -1.0423 2.8205 -0.4663
H63 2.5999 2.4633 -7.8598
H64 -1.8565 4.7194 3.7790
H65 -3.1185 -2.7720 -6.8688
H66 -0.0910 -0.9758 5.7772
H67 6.9347 1.8586 3.2843
H68 3.7401 0.1842 0.5228
H69 -4.0896 2.3481 1.9557
H70 5.3321 1.2014 3.7620
H71 8.5799 -2.7036 -2.7246
H72 -5.4061 -1.7674 -7.5975
H73 -2.8103 -3.1331 -2.6223
H74 -1.3398 1.2046 4.7030
H75 2.0484 -3.2459 -3.8620
H76 -5.7822 0.5464 1.5410
H77 -4.4459 -2.6792 -2.3774
H78 -2.7016 3.8782 4.8750
H79 2.9654 1.3059 -0.5208
H80 -0.7669 -3.3381 2.7256
H81 -5.5850 -1.3870 -5.8535
H82 -2.1119 2.1612 5.9558
H83 -1.3944 3.6472 -2.8897
H84 -1.2249 -4.6189 -0.0264
H85 -4.3935 0.5431 6.3304
H86 -4.8839 -1.1990 6.1713
H87 -0.3581 1.7038 6.0575
H88 -0.0725 -1.1683 1.5914
H89 2.9400 1.4543 -5.2341
H90 5.5249 -1.1132 -1.0727
H91 -4.5142 -0.6372 1.9349
H92 -1.0128 4.3837 -4.8843
H93 3.8577 4.3596 -4.9939
H94 -3.3976 -1.6971 4.5928
H95 2.6027 -2.0785 2.4568
H96 0.7966 0.9062 -1.1581
H97 -0.1304 5.5799 -1.3493
H98 7.9853 -0.4659 3.9331
H99 -1.3881 6.0251 -4.5938
H100 -3.4702 -1.8572 -4.5004
H101 3.8493 1.1216 -3.1211
H102 -1.3747 -0.9620 3.7215
H103 -1.4284 -0.0083 -2.1370
H104 -4.4544 -2.8053 1.1589

Its charge is 0. As for the energy relative to the best compared isomer or geometry (same formula, charge and spin): 598.49 kJ/mol. The structure (SMILES) is COC[C@H](C)N.COC[C@H](C)N.COC[C@H](C)N.COC[C@H](C)N.COC[C@H](C)N.COC[C@H](C)N.COC[C@H](C)N.COC[C@H](C)N.NC(N)=O.NC(N)=O.NC(N)=O.NC(N)=O. Its total energy is -3212.7822 a.u. As for the largest force on an atom: 9.414 eV/Å.